The following is a quantum chemistry calculation of a structure of composition C28H34CeClIN2OP2Si, from the OMol25 dataset.

Geometry as ORCA input:
```
! wB97M-V def2-TZVPD RIJCOSX def2/J DEFGRID3
* xyz 2 1
Ce 0.430 0.989 0.199
C -2.543 -0.252 -2.856
P -1.787 -0.389 -1.176
C -3.282 -0.056 -0.158
C -1.575 -2.220 -1.085
C -2.656 -3.039 -1.394
C -2.535 -4.416 -1.392
C -1.311 -4.997 -1.109
C -0.224 -4.197 -0.809
C -0.336 -2.808 -0.786
P 1.133 -1.796 -0.325
C 1.889 -2.788 1.024
C 2.294 -2.225 -1.690
H -3.566 -0.626 -2.856
H -1.960 -0.821 -3.579
H -2.555 0.798 -3.147
H -4.050 -0.814 -0.302
H -3.675 0.915 -0.464
H -3.008 0.000 0.895
H -3.612 -2.600 -1.642
H -3.392 -5.032 -1.614
H -1.204 -6.070 -1.116
H 0.719 -4.670 -0.588
H 2.236 -3.759 0.670
H 1.164 -2.919 1.827
H 2.748 -2.231 1.403
H 2.391 -3.306 -1.774
H 3.268 -1.796 -1.460
H 1.949 -1.821 -2.639
Cl 5.986 2.044 -4.347
C 4.887 2.018 -3.006
C 5.327 2.412 -1.763
C 4.462 2.364 -0.677
I 5.109 2.908 1.249
C 3.135 1.939 -0.770
O 2.355 1.874 0.260
C 2.675 1.559 -2.078
N 1.372 1.174 -2.188
C 0.936 0.810 -3.381
C 1.734 0.777 -4.530
C 3.043 1.169 -4.440
C 3.559 1.586 -3.199
H 6.344 2.752 -1.627
H -0.106 0.522 -3.441
H 1.311 0.448 -5.466
H 3.693 1.172 -5.299
C -1.012 0.221 5.157
Si -0.568 0.073 3.311
C 1.360 -0.066 3.207
C -1.257 -1.610 2.667
N -0.951 1.182 2.054
C -1.687 2.335 2.082
C -2.502 2.718 3.160
C -3.214 3.896 3.133
C -3.166 4.733 2.028
C -2.399 4.364 0.936
C -1.672 3.187 0.957
H -0.532 -0.578 5.713
H -2.079 0.136 5.331
H -0.682 1.159 5.589
H 1.696 -1.035 3.556
H 1.829 0.678 3.845
H 1.759 0.084 2.183
H -0.789 -2.451 3.166
H -1.092 -1.711 1.588
H -2.322 -1.690 2.846
H -2.547 2.065 4.017
H -3.817 4.167 3.987
H -3.720 5.658 2.017
H -2.364 4.999 0.064
H -1.047 2.910 0.058
*
```

For the highest occupied orbital energy (alpha / beta), the calculation gives -13.3 / -13.3 eV. The calculation puts the energy above the lowest of the compared OMol25 structures with the same formula, charge and spin at 130.0 kJ/mol. The total energy comes out at -94611.392 eV. The HOMO-LUMO gap (alpha / beta) is 5.48 / 5.48 eV.